ORCA calculation (ωB97M-V/def2-TZVPD) on a structure of composition C34H40N4O3P2W in a non-equilibrium geometry.

Summary:
frontier orbital gap (alpha / beta): 5.111 / 3.432 eV
net charge: +2
LUMO energy (alpha / beta): -0.2743 / -0.3465 Eh
multiplicity: 3

Each line ends with the Löwdin spin population.
CARTESIAN COORDINATES (ANGSTROEM)
W 0.20979 -0.59142 -0.52105  -0.006
P -1.55676 -0.43679 -2.34739  -0.003
P 1.60777 -0.81388 -2.41170  -0.002
O -0.15628 1.86967 6.34143  -0.001
O -0.17890 -0.36171 6.06562  0.030
O -0.60302 2.86066 8.62017  0.314
N 3.08295 0.14171 -2.64355  0.000
N -3.29830 -0.94600 -3.01870  0.041
N -1.79882 1.23772 -3.14858  -0.001
N 2.28198 -2.26888 -3.14312  0.000
C 5.20639 0.84709 -2.29759  0.000
C 1.10170 1.44781 -0.43562  0.001
C -0.82401 1.69591 9.07705  0.077
C 2.92116 -4.37758 -3.61572  0.000
C -0.67148 -0.48162 1.63734  0.003
C -0.77629 0.50448 8.21141  0.144
C 2.38814 -3.55660 -2.63148  0.000
C -4.89450 -2.47247 -3.57809  0.143
C -1.80099 3.00564 -4.58565  0.003
C -2.57964 2.25240 -2.59453  0.007
C -1.39081 0.30707 0.69087  0.001
C -1.43407 1.67740 -4.42533  0.005
C 2.75265 -2.28797 -4.46354  0.000
C 4.79175 1.29471 -3.59146  0.000
C 0.65878 -0.32111 -3.88325  0.000
C -3.95199 -0.50134 -4.17858  0.340
C -0.33932 0.62267 6.77748  0.015
C -0.06798 2.35362 -0.26598  0.001
C 4.14281 0.15311 -1.73518  0.000
C -3.91470 -2.13498 -2.64729  0.330
C 3.49492 0.83018 -3.78479  0.000
C -1.23237 1.80374 0.59334  0.000
C 1.48973 -1.95627 0.38461  0.001
C -2.57379 3.35698 -3.44906  0.004
C -1.45812 0.20466 10.93355  -0.012
C -1.13795 -0.73180 8.71498  0.004
C 1.21661 1.13603 2.09273  0.000
C 0.17940 0.16739 2.69425  0.001
C -1.49585 -0.89788 10.06296  0.241
C 1.64581 0.76974 0.68451  0.002
C -4.91828 -1.42737 -4.56028  0.098
C -1.13767 1.46569 10.46637  0.180
C -0.68288 -1.09036 -3.83066  0.001
C 3.13179 -3.57282 -4.77701  0.000
H -1.11629 2.33377 11.12262  0.006
H -3.14682 2.09512 -1.68252  0.000
H -2.32691 -0.10666 0.30194  0.000
H 1.58610 -2.84227 -0.25235  0.000
H -1.25311 -0.92551 -4.76051  0.002
H -2.13711 2.18869 0.10896  0.000
H 0.73078 -0.59294 3.27419  0.000
H -1.17581 2.26298 1.59552  0.000
H -0.42802 2.62935 -1.26138  0.000
H -1.77795 -1.88646 10.43019  0.012
H 1.72452 1.56466 -1.32298  0.000
H -0.57593 -2.18948 -3.72508  0.000
H 0.53655 0.77733 -3.79879  0.000
H 6.16829 1.01856 -1.83644  0.000
H 2.10939 1.10218 2.74133  0.000
H -1.69026 0.07299 11.99352  -0.005
H 3.12214 -5.43105 -3.52492  0.000
H 2.84426 0.91666 -4.64024  0.000
H 5.35093 1.90183 -4.29077  0.000
H 1.15343 -0.52332 -4.84824  0.000
H -0.41942 0.72929 3.44579  0.000
H -1.51616 3.60260 -5.43960  0.000
H 2.50139 -1.57281 0.59382  0.000
H -1.09071 -1.45377 1.88152  0.000
H -5.50776 -3.36178 -3.58503  0.003
H -0.31009 2.48899 7.15477  -0.001
H 2.79164 -1.41039 -5.09095  0.000
H 0.85349 2.17753 2.17521  0.000
H -3.60284 -2.62992 -1.74231  0.013
H -3.07441 4.29936 -3.27894  0.000
H -3.71780 0.44658 -4.64058  0.010
H -5.53508 -1.35711 -5.44399  0.000
H 2.65327 0.35622 0.58398  0.000
H -0.94680 1.03178 -5.14055  0.000
H 4.04992 -0.35357 -0.78730  0.000
H 0.26470 3.29835 0.19648  0.000
H 3.48872 -3.86700 -5.74996  0.000
H 2.09856 -3.77361 -1.61896  0.000
H 1.00787 -2.21268 1.34652  0.000
H -1.11605 -1.58172 8.03264  -0.003